Density functional theory data (ωB97M-V with the def2-TZVPD basis set) for a 9-piece molecular cluster, C41H57N5O4 overall.

Bonds (Å) are listed after each position.
CARTESIAN COORDINATES (ANGSTROEM)
1 C 3.086 2.057 2.167  C2 1.517, C5 1.526, H6 1.090, H7 1.090
2 C 4.383 1.337 2.488  C1 1.517, C3 1.504, H8 1.090, H9 1.090
3 C 4.560 1.415 3.979  C2 1.504, O4 1.456, H10 1.090, H11 1.090
4 O 3.512 2.291 4.482  C3 1.456, C5 1.450
5 C 2.427 2.074 3.544  C1 1.526, O4 1.450, H12 1.090, H13 1.090
6 H 2.499 1.420 1.505  C1 1.090
7 H 3.290 3.061 1.796  C1 1.090
8 H 5.125 1.955 1.982  C2 1.090
9 H 4.438 0.305 2.143  C2 1.090
10 H 5.541 1.767 4.300  C3 1.090
11 H 4.360 0.426 4.392  C3 1.090
12 H 1.751 2.921 3.660  C5 1.090
13 H 1.880 1.168 3.806  C5 1.090
14 C -2.953 2.801 2.472  C15 1.497, C18 1.522, H19 1.090, H20 1.090
15 C -1.668 2.871 3.236  C14 1.497, C16 1.598, H21 1.090, H22 1.090
16 C -2.172 2.497 4.705  C15 1.598, O17 1.446, H23 1.090, H24 1.090
17 O -3.557 2.905 4.800  C16 1.446, C18 1.461
18 C -4.026 3.241 3.458  C14 1.522, O17 1.461, H25 1.090, H26 1.090
19 H -3.291 1.814 2.155  C14 1.090
20 H -2.944 3.399 1.560  C14 1.090
21 H -1.299 3.887 3.095  C15 1.090
22 H -0.899 2.186 2.878  C15 1.090
23 H -1.668 3.001 5.530  C16 1.090
24 H -2.122 1.414 4.823  C16 1.090
25 H -4.097 4.328 3.413  C18 1.090
26 H -5.049 2.957 3.209  C18 1.090
27 C 0.047 5.628 -1.810  C28 1.535, C31 1.594, H32 1.090, H33 1.090
28 C 0.682 4.393 -1.156  C27 1.535, C29 1.512, H34 1.090, H35 1.090
29 C 2.094 4.891 -0.943  C28 1.512, O30 1.441, H36 1.090, H37 1.090
30 O 2.394 5.985 -1.832  C29 1.441, C31 1.455
31 C 1.207 6.439 -2.541  C27 1.594, O30 1.455, H38 1.090, H39 1.090
32 H -0.454 6.221 -1.044  C27 1.090
33 H -0.694 5.292 -2.536  C27 1.090
34 H 0.697 3.606 -1.910  C28 1.090
35 H 0.104 4.098 -0.280  C28 1.090
36 H 2.762 4.033 -0.872  C29 1.090
37 H 2.148 5.287 0.071  C29 1.090
38 H 1.308 6.163 -3.591  C31 1.090
39 H 0.918 7.473 -2.351  C31 1.090
40 C -0.040 -6.560 -2.217  C41 1.459, C44 1.517, H45 1.090, H46 1.090
41 C 0.137 -7.030 -3.588  C40 1.459, C42 1.536, H47 1.090, H48 1.090
42 C -0.625 -6.002 -4.439  C41 1.536, O43 1.434, H49 1.090, H50 1.090
43 O -0.915 -4.973 -3.482  C42 1.434, C44 1.444
44 C -1.234 -5.623 -2.233  C40 1.517, O43 1.444, H51 1.090, H52 1.090
45 H 0.873 -6.092 -1.850  C40 1.090
46 H -0.270 -7.410 -1.574  C40 1.090
47 H -0.250 -8.048 -3.632  C41 1.090
48 H 1.197 -7.032 -3.839  C41 1.090
49 H -1.588 -6.336 -4.825  C42 1.090
50 H -0.040 -5.552 -5.241  C42 1.090
51 H -2.270 -5.955 -2.294  C44 1.090
52 H -1.165 -4.923 -1.400  C44 1.090
53 N -6.188 0.081 2.127  C54 1.354, C58 1.381
54 C -6.905 1.204 1.891  N53 1.354, C55 1.398, H59 1.080
55 C -6.670 2.119 0.860  C54 1.398, C56 1.410, H60 1.080
56 C -5.845 1.677 -0.195  C55 1.410, C57 1.436, H61 1.080
57 C -5.114 0.455 -0.010  C56 1.436, C58 1.416, H62 1.080
58 C -5.257 -0.297 1.181  N53 1.381, C57 1.416, H63 1.080
59 H -7.623 1.328 2.688  C54 1.080
60 H -7.300 2.995 0.908  C55 1.080
61 H -5.642 2.290 -1.061  C56 1.080
62 H -4.552 0.245 -0.907  C57 1.080
63 H -4.754 -1.234 1.367  C58 1.080
64 N 0.239 0.274 -1.788  C65 1.366, C69 1.367
65 C -0.458 -0.812 -2.234  N64 1.366, C66 1.423, H70 1.080
66 C -1.474 -1.482 -1.497  C65 1.423, C67 1.387, H71 1.080
67 C -1.792 -0.905 -0.277  C66 1.387, C68 1.415, H72 1.080
68 C -1.059 0.198 0.220  C67 1.415, C69 1.429, H73 1.080
69 C -0.026 0.808 -0.557  N64 1.367, C68 1.429, H74 1.080
70 H -0.093 -1.271 -3.141  C65 1.080
71 H -1.843 -2.463 -1.758  C66 1.080
72 H -2.468 -1.323 0.454  C67 1.080
73 H -1.349 0.589 1.185  C68 1.080
74 H 0.583 1.662 -0.299  C69 1.080
75 N 4.989 -3.321 -4.501  C76 1.364, C80 1.353
76 C 4.044 -2.475 -4.001  N75 1.364, C77 1.416, H81 1.080
77 C 2.882 -2.842 -3.279  C76 1.416, C78 1.388, H82 1.080
78 C 2.544 -4.186 -3.364  C77 1.388, C79 1.437, H83 1.080
79 C 3.491 -5.108 -3.928  C78 1.437, C80 1.415, H84 1.080
80 C 4.662 -4.633 -4.562  N75 1.353, C79 1.415, H85 1.080
81 H 4.404 -1.463 -4.114  C76 1.080
82 H 2.153 -2.164 -2.861  C77 1.080
83 H 1.584 -4.474 -2.963  C78 1.080
84 H 3.193 -6.144 -3.850  C79 1.080
85 H 5.378 -5.275 -5.054  C80 1.080
86 N -2.391 -1.840 3.145  C87 1.337, C91 1.370
87 C -3.320 -1.091 3.746  N86 1.337, C88 1.388, H92 1.080
88 C -4.128 -1.506 4.796  C87 1.388, C89 1.390, H93 1.080
89 C -3.889 -2.720 5.428  C88 1.390, C90 1.379, H94 1.080
90 C -2.926 -3.504 4.828  C89 1.379, C91 1.412, H95 1.080
91 C -2.187 -3.075 3.704  N86 1.370, C90 1.412, H96 1.080
92 H -3.495 -0.110 3.330  C87 1.080
93 H -5.021 -0.936 5.011  C88 1.080
94 H -4.484 -3.053 6.265  C89 1.080
95 H -2.658 -4.455 5.265  C90 1.080
96 H -1.490 -3.766 3.254  C91 1.080
97 N 5.445 1.687 -1.150  C98 1.342, C102 1.353
98 C 4.144 1.615 -1.473  N97 1.342, C99 1.424, H103 1.080
99 C 3.674 1.350 -2.791  C98 1.424, C100 1.383, H104 1.080
100 C 4.534 1.166 -3.858  C99 1.383, C101 1.400, H105 1.080
101 C 5.888 1.150 -3.499  C100 1.400, C102 1.427, H106 1.080
102 C 6.292 1.324 -2.141  N97 1.353, C101 1.427, H107 1.080
103 H 3.425 1.848 -0.701  C98 1.080
104 H 2.617 1.249 -2.990  C99 1.080
105 H 4.194 0.996 -4.869  C100 1.080
106 H 6.565 0.762 -4.245  C101 1.080
107 H 7.344 1.387 -1.905  C102 1.080

Results
Strongest force on any atom in hartree/bohr: 0.0668
Relative energy (zero: lowest compared OMol25 entry of this formula, charge and spin) in kcal per mole: 5.52
Charge: -1
Multiplicity: 2
HOMO energy (alpha / beta) in eV: -0.161 / -4.776
HOMO-LUMO gap (alpha / beta) in eV: 2.266 / 6.877
Electronic energy in Ha: -2171.00033